[1]
A molecular structure, ClNO3. Source: OMol25; level of theory: wB97M-V/def2-TZVPD.

XYZ file:
```
5
ClNO3, DFT wB97M-V/def2-TZVPD
N -1.0967 -0.9281 -0.3897
O -0.6776 -0.4277 0.5966
O -1.0271 -0.7824 -1.5482
O 2.0571 0.9907 0.2860
Cl 0.7443 1.1476 1.0553
```

## Properties
- Kohn-Sham gap (spin up / spin down) (eV) = 9.31 / 7.40
- charge = 0
- ⟨S²⟩ = 2.01
- spin multiplicity = 3
- calculated total energy (a.u.) = -740.38471
- HOMO level (spin up / spin down) (eV) = -9.5 / -9.8
- ΔE to the lowest compared entry with this formula, charge and spin (kcal per mole) = 0.0

And the Mulliken charges, in e, turn out to be:
1. N 0.80
2. O -0.40
3. O -0.40
4. O -0.29
5. Cl 0.29

---

[2]
ClNO3S in the gas phase. Source: OMol25; level of theory: wB97M-V/def2-TZVPD.

XYZ file:
```
6
ClNO3S, DFT wB97M-V/def2-TZVPD
N -1.8595 0.6206 0.6039
O -2.1545 -0.3603 1.1232
O 1.5119 -0.0568 0.8832
O 2.0135 0.1276 -1.3707
S 1.3918 -0.6663 -0.3610
Cl -0.9031 0.3352 -0.8785
```

## Properties
- Kohn-Sham gap (eV) = 9.45
- charge = 0
- calculated total energy (a.u.) = -1138.73868
- HOMO level (eV) = -11.1
- ΔE to the lowest compared entry with this formula, charge and spin (kcal per mole) = 13.7

And the Mulliken charges, in e, turn out to be:
1. N 0.34
2. O -0.15
3. O -0.38
4. O -0.41
5. S 0.70
6. Cl -0.09

---

[3]
2 unconnected molecules or ions with the total composition ClNO3S. Source: OMol25; level of theory: wB97M-V/def2-TZVPD.

XYZ file:
```
6
ClNO3S, DFT wB97M-V/def2-TZVPD
N -0.8802 0.9217 -0.5396
O -1.3234 0.7664 -1.5906
O 0.6847 -0.2164 -0.5509
O 1.7907 -1.3706 1.2776
S 1.5674 -0.1310 0.5935
Cl -1.8393 0.0298 0.8099
```

## Properties
- Kohn-Sham gap (eV) = 8.22
- charge = 0
- calculated total energy (a.u.) = -1138.72954
- HOMO level (eV) = -10.3
- ΔE to the lowest compared entry with this formula, charge and spin (kcal per mole) = 19.4

And the Mulliken charges, in e, turn out to be:
1. N 0.35
2. O -0.22
3. O -0.34
4. O -0.34
5. S 0.74
6. Cl -0.18

---

[4]
2 unconnected molecules or ions with the total composition ClO3S. Source: OMol25; level of theory: wB97M-V/def2-TZVPD.

XYZ file:
```
5
ClO3S, DFT wB97M-V/def2-TZVPD
O -1.4530 0.5043 0.6369
O -0.4305 -1.2873 -0.8495
O 0.4348 -0.7477 1.4081
S -0.3842 -0.3656 0.2534
Cl 1.8329 1.8962 -1.4488
```

## Properties
- Kohn-Sham gap (eV) = 6.31
- charge = -1
- calculated total energy (a.u.) = -1084.14154
- HOMO level (eV) = -4.5
- ΔE to the lowest compared entry with this formula, charge and spin (kcal per mole) = 30.7

And the Mulliken charges, in e, turn out to be:
1. O -0.40
2. O -0.39
3. O -0.43
4. S 1.06
5. Cl -0.84

---

Q: The lowest ΔE to the lowest compared entry with this formula, charge and spin belongs to which entry?
A: ClNO3